Entry from OMol25: C32H25AsCeN4O4PS4 as an isolated structure (ωB97M-V with the def2-TZVPD basis set).

XYZ file:
```
72
Properties=species:S:1:pos:R:3:forces:R:3:mulliken_charge:R:1
Ce -2.127 -0.149 0.682 0.334 0.004 0.085 -0.1882
O -0.367 -2.182 -3.048 0.003 0.000 -0.004 -0.7244
C -0.582 -1.301 -4.034 0.035 -0.155 -0.080 0.5877
C -0.091 -1.638 -5.301 -0.036 0.032 0.080 -0.6241
C -0.282 -0.795 -6.375 0.016 -0.003 -0.026 -0.3160
C -0.975 0.404 -6.218 -0.007 0.015 0.004 -0.7438
C -1.467 0.735 -4.972 -0.007 0.041 0.046 -0.6353
C -1.278 -0.095 -3.864 -0.047 0.267 -0.089 -0.0569
C -1.793 0.313 -2.538 0.047 -0.222 0.012 1.0357
O -1.343 -0.340 -1.514 -0.088 -0.011 0.144 0.1454
N -2.659 1.287 -2.453 -0.002 -0.030 0.223 -1.3823
N -3.037 1.426 -1.131 -0.164 0.381 -0.255 0.9922
C -3.682 2.486 -0.841 0.119 -0.084 0.073 -0.7018
C -4.098 2.722 0.547 0.138 0.067 -0.366 0.9350
C -4.716 3.919 0.885 -0.080 -0.209 0.242 -0.8975
C -5.095 4.109 2.206 0.027 -0.014 -0.082 -0.3493
C -4.847 3.100 3.119 0.003 -0.049 0.095 -0.8573
C -4.205 1.942 2.696 -0.036 0.003 -0.018 -0.0017
N -3.823 1.759 1.438 -0.039 0.226 0.014 0.3449
H -0.743 -1.796 -2.226 0.069 -0.030 0.066 0.1705
H 0.436 -2.577 -5.403 0.009 -0.015 -0.005 0.4625
H 0.108 -1.074 -7.346 -0.001 0.004 -0.010 0.3831
H -1.130 1.067 -7.059 0.005 -0.005 -0.014 0.3983
H -2.011 1.657 -4.816 -0.002 0.003 -0.010 0.4534
H -3.881 3.238 -1.602 -0.063 -0.057 0.013 0.2820
H -4.893 4.671 0.128 -0.002 -0.007 -0.013 0.4192
H -5.579 5.028 2.511 0.002 -0.009 0.017 0.4074
H -5.134 3.195 4.157 -0.005 0.016 -0.012 0.3948
H -3.984 1.122 3.371 -0.027 0.045 0.009 0.3351
S -4.400 -4.223 2.656 -0.035 -0.076 0.011 -0.5251
As -3.479 -2.602 1.755 -0.280 -0.151 0.185 0.4397
S -4.683 -1.191 0.573 0.021 0.034 0.001 -0.3770
S -2.532 -1.167 3.185 -0.066 -0.054 -0.185 -0.4733
S -1.905 -2.937 0.289 0.010 -0.083 0.056 -0.4309
O 0.214 3.961 1.162 -0.048 -0.076 0.018 -0.7135
C -0.392 2.936 1.092 0.267 0.477 -0.010 0.8065
N -0.990 1.915 1.022 -0.211 -0.339 -0.079 -0.4762
O 0.081 -0.667 1.381 -0.121 -0.097 -0.180 0.8659
P 1.558 -0.783 1.188 0.087 0.111 0.044 1.0244
C 2.034 -0.783 -0.541 0.175 -0.044 -0.069 0.2973
C 2.752 -1.825 -1.119 -0.005 0.000 0.005 -0.5249
C 3.084 -1.774 -2.466 0.008 -0.010 0.003 -0.7828
C 2.707 -0.684 -3.232 -0.009 0.006 -0.032 -0.5499
C 1.990 0.359 -2.660 0.002 0.010 -0.004 -0.5046
C 1.654 0.311 -1.320 -0.066 0.106 0.064 -0.1076
C 2.204 -2.282 1.937 -0.100 -0.043 0.022 -0.1028
C 3.422 -2.336 2.604 0.147 0.053 -0.012 -0.3864
C 3.859 -3.533 3.152 0.029 -0.001 0.009 -0.6650
C 3.076 -4.673 3.042 -0.044 -0.034 -0.011 -0.4429
C 1.849 -4.616 2.396 0.017 0.004 0.004 -0.7354
C 1.408 -3.423 1.845 -0.149 0.021 0.019 0.0164
C 2.369 0.623 1.954 0.104 -0.004 -0.020 0.2473
C 3.623 1.068 1.546 0.056 -0.032 -0.090 -0.2734
C 4.211 2.154 2.172 -0.001 0.021 0.030 -0.6600
C 3.542 2.803 3.199 0.001 0.024 0.026 -0.4902
C 2.288 2.368 3.601 -0.022 0.000 0.013 -0.5699
C 1.699 1.276 2.983 -0.039 0.003 0.033 -0.6476
H 3.044 -2.682 -0.527 -0.014 -0.013 0.044 0.3854
H 3.628 -2.594 -2.915 0.006 -0.007 -0.007 0.3961
H 2.949 -0.651 -4.287 0.010 -0.008 -0.015 0.3794
H 1.675 1.200 -3.264 0.000 0.009 -0.016 0.4051
H 1.079 1.118 -0.879 0.003 -0.020 0.029 0.2243
H 4.032 -1.448 2.712 -0.026 0.026 -0.032 0.3754
H 4.807 -3.570 3.674 0.001 -0.005 0.000 0.4072
H 3.413 -5.606 3.476 0.015 0.002 0.010 0.3675
H 1.218 -5.492 2.331 0.000 -0.024 0.005 0.4585
H 0.426 -3.366 1.380 0.048 -0.002 -0.010 0.0053
H 4.131 0.577 0.723 -0.009 -0.008 0.007 0.4429
H 5.182 2.505 1.847 0.024 0.008 -0.008 0.4062
H 3.990 3.662 3.680 0.015 0.014 -0.006 0.3761
H 1.754 2.889 4.383 0.001 0.022 0.018 0.3988
H 0.707 0.947 3.269 -0.001 -0.023 -0.009 0.4454
```
Forces are in eV/Å.

HOMO-LUMO gap: 6.33 eV
Energy relative to the best compared isomer or geometry (same formula, charge and spin): 0.0000 eV
Net charge: -1
Energy: -174146.908 eV
E_LUMO: 1.58 eV



Entry from OMol25: C32H25BrN3NaO5 as an isolated structure (ωB97M-V with the def2-TZVPD basis set).

XYZ file:
```
67
Properties=species:S:1:pos:R:3:forces:R:3:mulliken_charge:R:1
Na 0.393 0.152 0.716 -0.078 -0.334 -0.367 0.7797
C -2.362 -3.035 -2.061 0.084 0.061 0.013 -1.5567
C -2.321 -1.532 -1.980 -0.028 -0.047 -0.015 0.4656
C -3.005 -0.852 -0.983 0.018 -0.014 0.016 -0.1716
C -2.911 0.531 -0.855 -0.040 0.068 0.025 0.5961
C -3.582 1.253 0.285 0.069 -0.029 -0.052 -1.8481
C -2.127 1.228 -1.767 0.007 0.002 0.046 -0.2386
C -1.413 0.570 -2.764 0.016 -0.027 -0.041 0.9532
C -0.458 1.334 -3.643 -0.017 -0.046 0.075 -1.7196
C -1.531 -0.809 -2.869 -0.006 0.021 0.025 -0.2940
H -1.377 -3.438 -1.807 -0.098 0.016 -0.025 0.1162
H -2.618 -3.378 -3.066 0.001 0.009 -0.005 0.4378
H -3.088 -3.449 -1.361 0.007 0.002 0.003 0.3408
H -3.591 -1.411 -0.259 0.009 0.017 -0.020 0.2371
H -2.867 1.420 1.097 -0.044 0.014 0.008 0.1845
H -4.408 0.672 0.696 0.009 -0.008 0.003 0.4336
H -3.964 2.226 -0.032 0.001 0.006 -0.003 0.4269
H -2.035 2.306 -1.674 -0.005 -0.022 -0.013 0.4114
H 0.478 1.495 -3.101 -0.010 0.008 -0.037 0.0926
H -0.859 2.313 -3.913 0.004 0.006 0.000 0.4141
H -0.231 0.785 -4.558 -0.003 0.003 0.002 0.4247
H -0.958 -1.340 -3.624 -0.006 0.017 0.012 0.2742
Br 4.220 -6.104 -1.577 -0.010 -0.015 0.006 -0.3052
C 2.979 -4.719 -1.136 0.021 -0.030 -0.007 -0.2197
C 1.700 -5.060 -0.659 0.004 0.123 0.001 -0.4749
C 0.806 -4.075 -0.354 0.017 -0.141 -0.010 -0.7014
C 1.098 -2.666 -0.511 0.097 0.040 -0.105 0.0387
O 0.230 -1.802 -0.269 0.025 -0.316 0.015 -0.2165
C 2.444 -2.363 -0.966 -0.046 -0.088 0.046 0.2940
C 2.945 -1.024 -1.113 -0.086 0.179 -0.062 0.2073
N 2.297 0.065 -0.881 0.207 0.013 0.003 0.4239
C 2.918 1.319 -1.031 0.244 0.036 -0.097 0.5189
C 4.228 1.555 -1.419 -0.258 -0.188 0.072 -1.0064
C 4.771 2.849 -1.473 -0.034 0.192 0.022 -0.9231
C 4.024 3.941 -1.125 0.081 -0.136 -0.029 -0.7965
C 2.681 3.763 -0.730 -0.088 -0.210 -0.016 1.1854
C 1.869 4.843 -0.310 -0.162 -0.025 0.044 -1.0234
C 0.584 4.608 0.076 0.146 0.146 -0.034 -1.1734
C 0.085 3.291 -0.005 0.065 -0.161 -0.063 -0.0796
N 0.800 2.271 -0.403 -0.090 0.139 0.149 0.5520
C 2.107 2.465 -0.718 0.066 0.148 -0.032 0.1073
C 3.341 -3.409 -1.271 -0.107 0.119 0.028 -0.6393
H 1.435 -6.102 -0.527 0.005 -0.007 -0.002 0.3890
H -0.176 -4.322 0.034 0.035 0.011 -0.007 0.4240
H 3.988 -1.002 -1.453 0.042 0.051 -0.042 -0.1094
H 4.879 0.729 -1.670 -0.021 -0.039 0.009 0.3326
H 5.804 2.973 -1.777 -0.014 -0.012 0.004 0.3561
H 4.446 4.940 -1.133 0.008 -0.014 -0.005 0.3647
H 2.297 5.839 -0.282 -0.016 0.000 0.008 0.3353
H -0.055 5.396 0.452 0.010 -0.008 -0.006 0.4435
H -0.938 3.089 0.291 0.038 0.005 0.006 0.4010
H 4.336 -3.156 -1.619 0.011 0.005 -0.001 0.4118
O -3.664 -2.026 6.477 0.051 0.081 0.039 -0.7519
C -2.969 -0.996 6.334 0.001 0.042 -0.081 0.4701
O -2.689 -0.103 7.159 -0.023 -0.075 0.000 -0.7350
C -2.376 -0.798 4.911 -0.085 -0.138 0.054 0.1286
C -2.640 -1.728 3.906 0.073 0.071 -0.091 -1.0617
C -2.111 -1.522 2.645 -0.038 0.053 0.018 -0.2816
N -1.347 -0.471 2.332 0.157 0.014 0.040 0.1161
C -1.077 0.416 3.296 -0.128 0.030 0.004 0.8903
C -1.583 0.291 4.587 0.012 0.086 0.008 -0.8327
C -0.191 1.577 2.842 -0.017 0.226 0.152 0.2527
O -0.736 2.698 2.750 0.095 -0.137 0.080 -0.7620
O 0.991 1.264 2.526 -0.185 0.197 0.196 -0.8108
H -3.252 -2.588 4.138 -0.006 0.004 0.017 0.4421
H -2.295 -2.223 1.834 0.016 0.015 0.016 0.5181
H -1.371 1.035 5.344 -0.007 -0.012 0.001 0.5412
```
Forces are in eV/Å.

HOMO-LUMO gap: 6.43 eV
Energy relative to the best compared isomer or geometry (same formula, charge and spin): 0.3853 eV
Net charge: -2
Energy: -122762.103 eV
E_LUMO: 3.62 eV